2 unconnected molecules or ions with the total composition C2H9N2O at a distorted geometry. Source: OMol25; level of theory: ωB97M-V/def2-TZVPD.

Positions of all 14 atoms, in Å:
1 C 1.18967 -0.21218 0.03180
2 C 0.28308 -1.15558 0.40522
3 N 0.36546 -1.68789 1.65043
4 N 0.85493 0.51222 -1.20858
5 H 1.98394 0.06629 0.69125
6 H -0.59006 -1.55024 -0.12976
7 H -0.09684 -2.56671 1.80093
8 H 0.82898 -1.26654 2.44213
9 H 1.62686 1.05250 -1.63090
10 H 0.06706 1.17378 -1.14566
11 H 0.53205 -0.13023 -1.94160
12 H -2.99026 1.45242 -0.26194
13 H -1.92146 2.55791 -0.09967
14 O -2.13342 1.75424 -0.60366

Net charge ... +1
Strongest force on any atom ... 2.43 eV/Å
Orbital gap ... 9.6 eV
Lowest unoccupied orbital energy ... -3.29 eV
HOMO energy ... -0.4745 hartree
Multiplicity ... 1

Results of the Mulliken charge analysis, in e, for atoms 1 through 8: atom 1 (C): -0.514, atom 2 (C): 0.085, atom 3 (N): -0.395, atom 4 (N): -0.249, atom 5 (H): 0.326, atom 6 (H): 0.276, atom 7 (H): 0.225, atom 8 (H): 0.207

***

2 unconnected molecules or ions with the total composition C2H9N2O at a distorted geometry. Source: OMol25; level of theory: ωB97M-V/def2-TZVPD.

Positions of all 14 atoms, in Å:
1 C 1.32206 0.92182 0.77076
2 C -0.45062 0.02698 -0.11054
3 N -0.33559 0.38965 -1.39945
4 N -0.29936 -1.62043 0.33419
5 O -1.53351 0.54649 0.53023
6 H 1.67729 0.90747 -0.20495
7 H 1.87500 0.28400 1.44071
8 H 0.97439 1.84945 1.21625
9 H 0.50373 0.43050 -1.94337
10 H -1.14017 0.78479 -1.88114
11 H 0.37201 -1.66074 1.12143
12 H -1.18512 -1.99463 0.61415
13 H 0.07568 -2.08250 -0.52240
14 H -1.85580 1.21714 0.03413

Net charge ... +1
Strongest force on any atom ... 5.63 eV/Å
Orbital gap ... 9.9 eV
Lowest unoccupied orbital energy ... -3.47 eV
HOMO energy ... -0.4903 hartree
Multiplicity ... 1

Results of the Mulliken charge analysis, in e, for atoms 1 through 8: atom 1 (C): -0.861, atom 2 (C): 0.542, atom 3 (N): -0.498, atom 4 (N): -0.439, atom 5 (O): -0.446, atom 6 (H): 0.361, atom 7 (H): 0.359, atom 8 (H): 0.256

***

2 unconnected molecules or ions with the total composition C2H9N2O at a distorted geometry. Source: OMol25; level of theory: ωB97M-V/def2-TZVPD.

Positions of all 14 atoms, in Å:
1 C -2.81207 0.22129 -0.65823
2 N -1.81889 -0.46992 0.26007
3 H -3.76504 0.37599 -0.08031
4 H -2.34791 1.20537 -0.75594
5 H -2.71579 -0.48403 -1.51824
6 H -2.18972 -1.38925 0.47446
7 H -1.82117 0.02979 1.19920
8 H -0.88982 -0.43630 -0.23576
9 C 1.84233 -0.19630 -0.21368
10 N 2.71278 0.60252 0.66024
11 O 0.63555 -0.22268 -0.12804
12 H 2.32410 -0.53208 -1.09238
13 H 2.19334 1.26378 1.22992
14 H 3.68877 0.67000 0.59266

Net charge ... +2
Strongest force on any atom ... 4.06 eV/Å
Orbital gap (alpha / beta) ... 11.8 / 6.9 eV
⟨S²⟩ ... 0.771
Lowest unoccupied orbital energy (alpha / beta) ... -9.69 / -14.66 eV
HOMO energy (alpha / beta) ... -0.7912 / -0.7911 hartree
Multiplicity ... 2

Results of the Mulliken charge analysis, in e, for atoms 1 through 8: atom 1 (C): -0.730, atom 2 (N): -0.407, atom 3 (H): 0.333, atom 4 (H): 0.320, atom 5 (H): 0.350, atom 6 (H): 0.373, atom 7 (H): 0.401, atom 8 (H): 0.421

***

A single C2H9N2OP molecule at a distorted geometry. Source: OMol25; level of theory: ωB97M-V/def2-TZVPD.

Positions of all 15 atoms, in Å:
1 C -2.65192 -0.30369 0.14838
2 C 2.58842 0.25633 0.39806
3 N -1.28524 0.24517 0.40039
4 N 1.34431 0.64219 -0.22183
5 O -0.31247 0.17894 -2.03983
6 P 0.02271 -0.13968 -0.66574
7 H -2.56888 -1.22415 -0.36114
8 H -3.32871 -0.37656 1.05232
9 H -3.11389 0.41765 -0.60196
10 H 2.51511 -0.80162 0.98842
11 H 3.40245 -0.09479 -0.30658
12 H 2.95131 1.06555 1.06326
13 H -0.96094 0.11177 1.44084
14 H 1.31261 1.48568 -0.92272
15 H 0.08516 -1.46279 -0.37186

Strongest force on any atom ... 3.44 eV/Å
Orbital gap (alpha / beta) ... 4.2 / 7.1 eV
⟨S²⟩ ... 2.004
Lowest unoccupied orbital energy (alpha / beta) ... 0.85 / -3.53 eV
HOMO energy (alpha / beta) ... -0.1218 / -0.3888 hartree
Multiplicity ... 3

Results of the Mulliken charge analysis, in e, for atoms 1 through 8: atom 1 (C): -1.102, atom 2 (C): -0.845, atom 3 (N): -1.085, atom 4 (N): 0.124, atom 5 (O): -0.505, atom 6 (P): -0.237, atom 7 (H): 0.204, atom 8 (H): 0.796

***

A molecular structure, C2H9N2OP3 at a distorted geometry. Source: OMol25; level of theory: ωB97M-V/def2-TZVPD.

Positions of all 17 atoms, in Å:
1 C -1.43997 -0.22622 -0.73137
2 C -1.99758 -0.72471 1.59457
3 N 2.29975 1.85912 0.01226
4 N -1.52215 0.15065 0.53101
5 O -1.94718 -1.14553 -1.30283
6 P 1.43265 -0.87805 0.34126
7 P -0.03095 1.21631 -1.86029
8 P 1.92241 0.54491 -1.20700
9 H -2.40547 -0.09240 2.25893
10 H -2.51798 -1.50011 1.01883
11 H -1.13082 -1.24453 2.07202
12 H 3.31669 1.76825 0.21508
13 H 2.23773 2.73502 -0.46676
14 H -0.99057 0.94560 0.97660
15 H 0.49866 -1.71218 -0.42523
16 H 2.20946 -1.95839 -0.08674
17 H 0.06529 0.26226 -2.94034

Strongest force on any atom ... 5.02 eV/Å
Orbital gap ... 8.5 eV
Lowest unoccupied orbital energy ... 0.37 eV
HOMO energy ... -0.3006 hartree
Multiplicity ... 1

Results of the Mulliken charge analysis, in e, for atoms 1 through 8: atom 1 (C): 0.258, atom 2 (C): -0.877, atom 3 (N): -0.667, atom 4 (N): -0.220, atom 5 (O): -0.494, atom 6 (P): -0.109, atom 7 (P): -0.060, atom 8 (P): 0.124

***

2 unconnected molecules or ions with the total composition C2H9N2OP3 at a distorted geometry. Source: OMol25; level of theory: ωB97M-V/def2-TZVPD.

Positions of all 17 atoms, in Å:
1 C -1.14113 0.36636 -0.85851
2 C -0.49251 -1.84168 -0.43245
3 N -0.53056 -0.44810 -0.08536
4 N 1.89775 1.20883 0.96237
5 O -1.21591 1.65293 -0.47310
6 P -1.63027 0.29261 -2.69749
7 P 1.53984 -0.35997 3.51164
8 P 0.75293 0.82708 2.05265
9 H -0.21927 -1.85037 -1.46670
10 H -1.20224 -2.68843 -0.22598
11 H 0.41454 -2.16521 0.18008
12 H 2.80803 0.71333 0.80405
13 H 1.94194 2.12737 0.50219
14 H -0.66940 1.80893 0.35045
15 H -2.49721 1.38979 -2.52431
16 H -2.71521 -0.68539 -2.62373
17 H 2.95868 -0.34808 3.02421

Strongest force on any atom ... 3.37 eV/Å
Orbital gap ... 8.3 eV
Lowest unoccupied orbital energy ... 0.25 eV
HOMO energy ... -0.2971 hartree
Multiplicity ... 1

Results of the Mulliken charge analysis, in e, for atoms 1 through 8: atom 1 (C): 0.608, atom 2 (C): -0.964, atom 3 (N): -0.312, atom 4 (N): -0.375, atom 5 (O): -0.466, atom 6 (P): -0.096, atom 7 (P): -0.135, atom 8 (P): 0.067

***

2 unconnected molecules or ions with the total composition C2H9N2S at a distorted geometry. Source: OMol25; level of theory: ωB97M-V/def2-TZVPD.

Positions of all 14 atoms, in Å:
1 C -1.45410 -0.28858 0.10720
2 C -0.47245 -0.99395 -0.82454
3 N 2.59724 -0.50045 0.64453
4 N -1.08069 1.22564 0.12729
5 S 1.75567 0.41160 -0.52847
6 H -1.42067 -0.73622 1.03295
7 H -2.42000 -0.54913 -0.13330
8 H -0.20965 -1.87322 -0.41391
9 H -0.61552 -0.61285 -1.86034
10 H 3.43658 -0.78440 0.17888
11 H 2.63464 0.06112 1.47734
12 H 0.02574 1.33218 -0.20258
13 H -1.29254 1.63511 1.07756
14 H -1.48423 1.67315 -0.68259

Net charge ... +1
Strongest force on any atom ... 6.18 eV/Å
Orbital gap (alpha / beta) ... 7.7 / 7.7 eV
Lowest unoccupied orbital energy (alpha / beta) ... -5.09 / -5.09 eV
HOMO energy (alpha / beta) ... -0.4698 / -0.4698 hartree
Multiplicity ... 1

Results of the Mulliken charge analysis, in e, for atoms 1 through 8: atom 1 (C): -0.260, atom 2 (C): -0.954, atom 3 (N): -0.439, atom 4 (N): -0.298, atom 5 (S): -0.074, atom 6 (H): 0.366, atom 7 (H): 0.391, atom 8 (H): 0.398

***

2 unconnected molecules or ions with the total composition C2H9N2S at a distorted geometry. Source: OMol25; level of theory: ωB97M-V/def2-TZVPD.

Positions of all 14 atoms, in Å:
1 C -0.87918 -2.06092 0.08744
2 C 0.49173 -1.48227 0.04720
3 N 0.85381 -0.24746 -0.04014
4 N -0.62161 2.28954 0.05971
5 S 2.46652 0.38144 -0.02140
6 H -1.23956 -2.01534 -0.89915
7 H -1.46658 -1.33584 0.54036
8 H -0.94277 -3.13828 0.42449
9 H 1.40480 -2.05499 0.03726
10 H 0.29998 0.72009 -0.24347
11 H -0.60266 2.05321 1.03418
12 H -1.49376 2.09868 -0.38619
13 H -0.33388 3.25119 0.07138
14 H 2.06318 1.54094 -0.71167

Net charge ... +1
Strongest force on any atom ... 2.93 eV/Å
Orbital gap ... 9.9 eV
Lowest unoccupied orbital energy ... -4.26 eV
HOMO energy ... -0.5209 hartree
Multiplicity ... 1

Results of the Mulliken charge analysis, in e, for atoms 1 through 8: atom 1 (C): -1.110, atom 2 (C): 0.320, atom 3 (N): -0.205, atom 4 (N): -0.807, atom 5 (S): -0.001, atom 6 (H): 0.352, atom 7 (H): 0.361, atom 8 (H): 0.319

***

> Which value of multiplicity does entry 5 give?

1

***

> Which value of strongest force on any atom does entry 3 give?

4.06 eV/Å